An isolated ion of composition C3H7OS2 and charge -1, computed with wB97M-V/def2-TZVPD.

ORCA input file:
```
! RIJCOSX wB97M-V def2-TZVPD def2/J DEFGRID3
* xyz -1 1
S -0.005 -1.037 1.633
S -0.797 -2.852 2.053
O 1.832 0.868 -1.419
C -0.077 -0.693 -0.215
C -0.399 0.766 -0.481
C 0.962 1.600 -0.657
H 0.952 -0.896 -0.522
H -0.695 0.775 -1.540
H 0.682 2.627 -0.957
H -1.049 1.161 0.305
H -0.789 -1.392 -0.665
H 1.495 1.690 0.310
H -2.112 -2.618 2.156
*
```

* Kohn-Sham gap: 5.34 eV
* SMILES: [O-]CCCSS
* ΔE to the lowest compared entry with this formula, charge and spin: 0.9813 eV